59
Properties=species:S:1:pos:R:3 method="wB97M-V/def2-TZVPD" total_charge=+1 total_energy_ha=-1301.29282 homo_ev=-12.727 orbital_gap_ev=10.2
C 1.56237 -2.99861 0.01770
O 0.20165 -3.35980 0.29923
C 1.74285 -1.50328 -0.05554
C 2.95857 -1.05140 -0.85150
C 3.12504 0.46873 -0.73056
C 1.86939 1.30409 -1.08705
N 0.92442 1.39467 0.00634
N 1.79428 -1.01187 1.34049
H 1.87082 -3.58777 -0.85576
H 2.17447 -3.59766 0.70969
H -0.38640 -2.60396 0.17167
H 0.87758 -1.19934 -0.64759
H 2.81825 -1.39336 -1.86355
H 3.96399 -1.37031 -0.55863
H 3.16941 0.73847 0.33158
H 3.98198 0.83424 -1.29024
H 1.45118 0.92419 -2.02480
H 2.25894 2.24952 -1.39799
H 0.59546 2.34822 0.12325
H 0.06702 0.91025 -0.19961
H 2.51884 -1.29654 1.98398
H 1.58381 -0.01375 1.49311
H 0.91259 -1.36635 1.75190
H -2.22222 -3.75848 0.88925
H -2.08480 -4.59521 -0.33800
O -2.45599 -3.74939 -0.05547
H -3.15090 -2.03388 -2.75238
H -2.24541 -1.46849 -1.83185
O -2.30313 -1.56895 -2.80340
H -0.96308 5.11238 0.50273
H 0.35000 4.36630 0.05526
O -0.36352 4.39944 0.70807
H 2.07591 -0.83080 5.14071
H 1.02633 -0.04910 4.36937
O 1.59025 -0.82740 4.30631
H -5.31759 -1.29667 -1.22608
H -4.63917 0.03867 -1.57712
O -4.50810 -0.79042 -1.08760
H 1.80335 2.66728 3.05435
H 0.34284 3.01457 2.83501
O 1.04553 2.44050 2.50090
H -2.44363 0.31353 0.36035
H -3.10376 -1.13342 0.39623
O -2.27430 -0.63972 0.36015
H 0.06373 0.65527 2.60176
H -1.32228 -0.07491 2.00150
O -0.57166 -0.07016 2.62199
H -0.44507 -1.89707 -4.06670
H -0.55517 -3.16503 -3.28714
O 0.05965 -2.68281 -3.84575
H -1.49993 2.95594 1.18226
H -2.55671 2.37754 2.13316
O -2.15191 2.22637 1.26995
H 2.44668 4.22158 -0.00264
H 2.26952 4.31722 -1.46179
O 1.76342 4.39010 -0.64559
H -3.24608 1.20272 -3.64816
H -2.84613 0.33169 -2.46300
O -3.60315 0.78243 -2.86279

70
Properties=species:S:1:pos:R:3 method="wB97M-V/def2-TZVPD" total_charge=+1 total_energy_ha=-1400.23839 homo_ev=-9.912 orbital_gap_ev=5.8
C 0.42435 -1.11968 2.45540
N -0.44924 -0.36808 3.32106
C -0.72386 -0.90095 4.63270
C -1.25647 0.22446 5.48599
C -2.48288 0.80581 4.84897
N -2.24965 1.10477 3.45256
C -3.28378 1.90701 2.83279
C -3.15693 1.82402 1.32753
C -1.71054 1.98509 0.90783
N -0.89828 0.93004 1.47968
C -1.21582 0.59426 2.71741
H 0.72108 -0.47344 1.62372
H 1.30238 -1.44878 3.01796
H -0.08741 -1.98950 2.01519
H -1.45129 -1.72707 4.57874
H 0.20820 -1.29615 5.04313
H -1.48933 -0.14065 6.49213
H -0.49765 1.00435 5.58613
H -3.31560 0.09508 4.93736
H -2.78575 1.72270 5.36798
H -4.27787 1.57008 3.16281
H -3.18499 2.94537 3.19126
H -3.52500 0.84290 0.98368
H -3.79118 2.59944 0.88947
H -1.61904 1.90125 -0.18486
H -1.36730 3.00067 1.19461
C 3.67013 1.96959 0.16958
C 2.54279 1.87447 -0.76567
N 2.19428 2.93195 -1.53757
C 2.87489 4.21467 -1.52347
C 1.20562 2.56128 -2.45167
C 0.94562 1.18077 -2.27413
C 0.18708 0.51298 -3.22528
C -0.46055 1.26502 -4.21627
C -0.20367 2.63846 -4.36820
C 0.66320 3.30351 -3.49567
C 1.75970 0.74677 -1.13333
C 1.80462 -0.50985 -0.52775
C 1.17417 -1.69245 -1.00257
C 1.75923 -2.90966 -1.44815
C 3.17950 -3.22781 -1.67756
N 0.76611 -3.76719 -1.82548
C 0.98968 -5.03112 -2.50808
C -0.48245 -3.17408 -1.62170
C -0.25832 -1.87654 -1.10649
C -1.32705 -1.01406 -0.89808
C -2.61778 -1.46276 -1.17990
C -2.82988 -2.75113 -1.70454
C -1.75165 -3.60968 -1.96700
H 3.79712 0.98915 0.62880
H 4.60277 2.22269 -0.35851
H 3.49156 2.72519 0.94571
H 2.33771 4.89246 -2.18975
H 2.89880 4.61362 -0.50098
H 3.91332 4.12259 -1.87701
H 0.13832 -0.57142 -3.21543
H -1.14606 0.75286 -4.88702
H -0.66853 3.17464 -5.19552
H 0.92321 4.35313 -3.60057
H 2.54499 -0.64400 0.26908
H 3.73957 -2.35462 -1.33387
H 3.50944 -4.11177 -1.11434
H 3.41003 -3.37762 -2.74352
H 0.02401 -5.48092 -2.75622
H 1.55394 -4.86147 -3.43752
H 1.57344 -5.72144 -1.88278
H -1.09237 -0.03190 -0.50187
H -3.46000 -0.79108 -0.99935
H -3.85126 -3.07740 -1.90482
H -1.86147 -4.58884 -2.41674

13
Properties=species:S:1:pos:R:3 method="wB97M-V/def2-TZVPD" total_energy_ha=-286.43546 homo_ev=-8.604 orbital_gap_ev=9.3
O -1.06435 2.59587 1.32616
C -0.66744 0.19973 -0.13851
C 0.21889 0.13656 -1.37174
C 0.24822 -1.18891 -0.72710
N 1.25122 -1.16834 0.33221
C 0.00156 -0.61111 0.79220
H -0.10703 2.49560 1.27555
H -1.39100 1.87223 0.76135
H 1.20270 0.60887 -1.34481
H -0.32165 0.28106 -2.30375
H -0.26092 -2.09957 -1.02086
H 1.37406 -2.09174 0.74652
H -0.48427 -1.03026 1.67278

23
Properties=species:S:1:pos:R:3 method="wB97M-V/def2-TZVPD" total_charge=+1 total_energy_ha=-846.42327 homo_ev=-12.220 orbital_gap_ev=7.4
O 0.21919 4.19874 -1.00062
C 0.07699 3.75323 -2.05533
Be 0.50512 -1.03646 -0.92036
C 0.07520 -2.62562 -1.33804
O -0.29513 -3.67901 -1.65180
C -0.61249 -0.26044 -3.22483
O -0.72851 -1.11198 -4.09252
C 1.73331 -0.00477 -1.74737
O 2.50271 0.72446 -2.22612
C -1.05036 -0.48733 -1.80908
O -2.13903 -0.18297 -1.34851
H -0.19987 0.77562 -3.32377
C 1.31728 0.66667 3.06691
N 0.01851 0.08470 2.71432
C -0.34079 -0.38140 1.51592
N -1.60117 -0.85501 1.33079
O 0.53628 -0.34358 0.55181
H 1.87133 0.96351 2.16729
H 1.90477 0.00169 3.72089
H 1.13630 1.56850 3.65913
H -0.65539 -0.09574 3.44994
H -2.07312 -0.81131 0.41636
H -2.20115 -0.86150 2.14499

9
Properties=species:S:1:pos:R:3 method="wB97M-V/def2-TZVPD" total_energy_ha=-229.74013 homo_ev="-9.637 / -9.638" orbital_gap_ev="8.9 / 8.9"
C -0.35387 1.93260 -1.60393
C -0.70916 0.83220 -1.02086
C -1.11742 -0.12510 0.12314
C 0.33392 0.23066 -0.01805
O 1.05333 0.89371 0.91062
H -1.71707 0.11304 1.04993
H -1.36337 -1.08540 -0.38792
H 1.42417 -1.12464 -0.75250
H 1.83675 1.48703 0.58901

70
Properties=species:S:1:pos:R:3 method="wB97M-V/def2-TZVPD" total_charge=-2 multiplicity=3 total_energy_ha=-4537.70664 homo_ev="-0.435 / -1.977" orbital_gap_ev="5.1 / 6.6"
Pd -1.06919 0.08438 -1.26755
C 2.53279 1.11900 -2.37311
P 1.34056 0.19844 -1.35243
C 1.86310 0.63868 0.33719
N 3.17359 0.82745 0.58113
C 3.51386 1.13036 1.86931
C 4.85885 1.31650 2.21634
C 5.22252 1.65881 3.51468
C 4.25120 1.82021 4.49407
C 2.91251 1.60994 4.18587
C 2.52064 1.23875 2.88978
N 1.20879 0.98207 2.62734
C 0.89571 0.72735 1.33237
P -0.84150 0.33134 0.95974
C -1.12925 -0.88618 2.30645
C -1.92555 1.78298 1.53678
C -1.75971 2.88436 0.48231
C -3.39194 1.33707 1.56410
C -1.54501 2.33518 2.91186
C 1.98943 -1.58662 -1.55424
C 1.59695 -1.98877 -2.97996
C 1.24066 -2.46156 -0.54680
C 3.49494 -1.75276 -1.33955
H 3.54297 0.76867 -2.17374
H 2.43680 2.16604 -2.09739
H 2.24946 1.02754 -3.42264
H 5.60804 1.19503 1.44284
H 6.26972 1.80218 3.75997
H 4.53392 2.10897 5.50090
H 2.14160 1.71934 4.93981
H -0.66416 -0.45426 3.19188
H -0.63727 -1.82814 2.06150
H -2.19308 -1.06004 2.45955
H -2.11911 2.55398 -0.48941
H -0.71336 3.16872 0.36356
H -2.33153 3.77201 0.77297
H -3.64781 0.83384 0.62940
H -4.03016 2.21966 1.67555
H -3.59442 0.66765 2.40653
H -0.47536 2.49580 2.99865
H -1.84543 1.65116 3.71089
H -2.06398 3.28770 3.06529
H 0.54198 -1.76864 -3.16659
H 1.77136 -3.05738 -3.15128
H 2.17643 -1.42505 -3.71428
H 0.16405 -2.29292 -0.62632
H 1.54844 -2.21522 0.47384
H 1.44176 -3.52405 -0.72274
H 4.05810 -1.40796 -2.20919
H 3.73827 -2.81087 -1.18494
H 3.82953 -1.18596 -0.47122
O -1.14606 0.13509 -3.35390
Se -0.74745 1.73515 -3.70550
O -2.07295 2.51035 -4.21210
O -0.15251 2.44086 -2.35124
O 0.36696 1.70413 -4.88437
C -2.61741 -2.39230 -2.55633
C -3.34307 -1.74384 -1.35598
C -3.08905 -2.62226 -0.11089
C -4.85705 -1.75900 -1.65451
N -2.97008 -0.38849 -1.07042
H -2.94279 -3.42996 -2.68678
H -1.53892 -2.37470 -2.40211
H -2.82990 -1.82583 -3.46275
H -3.38972 -3.65444 -0.30754
H -3.65755 -2.23717 0.73963
H -2.02851 -2.60007 0.14336
H -5.21495 -2.77267 -1.86690
H -5.05418 -1.12450 -2.51980
H -5.40547 -1.35511 -0.80097